[1]
6 unconnected molecules or ions with the total composition C15H45N4O9S in a non-equilibrium geometry. Source: OMol25; level of theory: ωB97M-V/def2-TZVPD.

Geometry as XYZ:
```
74
Properties=species:S:1:pos:R:3:forces:R:3
S -1.66359 1.52475 -5.24305 -1.098 -1.120 -4.957
O -1.13979 0.97824 -4.05985 2.199 -1.290 5.732
O -3.59218 5.99914 -0.87526 -0.469 0.234 1.117
O 3.42614 -3.03339 0.07057 1.920 -1.355 -0.485
O 4.55177 -8.90502 -1.18440 -2.127 1.684 1.410
O -3.07700 1.26992 -5.37163 -5.877 -0.616 1.510
O -1.50141 2.91441 -5.44445 1.551 4.569 0.638
O -1.99761 -0.21792 1.91943 -0.801 -2.064 2.356
O -1.16459 0.78306 -6.38384 2.407 -1.283 -1.883
O 1.32782 3.58746 1.60527 0.307 0.036 0.661
N 2.38058 -5.96457 -0.87008 2.791 0.734 0.018
N 0.38310 1.15939 3.02871 -1.682 1.561 0.152
N -1.41308 2.14980 -0.18423 0.465 -0.842 0.803
N -6.20339 3.23980 -3.59326 0.821 0.812 -0.134
C -1.68910 -0.16139 3.37777 0.661 0.882 -1.052
C 2.05394 2.83275 2.59631 0.119 1.861 -0.395
C 2.76555 -2.63460 -1.09792 -1.583 -0.280 -0.026
C -3.26058 8.26397 -0.26425 -0.814 0.953 0.782
C 2.72798 -7.31706 -1.47363 -1.844 0.466 1.388
C 3.12858 -5.65216 0.38950 0.407 -0.401 -2.436
C -2.68131 -1.51238 1.73212 -0.981 1.140 -1.652
C -3.47409 6.40091 1.46540 1.152 -0.731 1.252
C 5.63162 -9.59155 -1.65606 1.202 0.878 -1.144
C -3.85876 6.93389 0.16350 0.112 -1.565 -3.521
C -0.90250 1.12035 3.74345 0.106 -1.579 -1.522
C 1.09129 2.33207 3.59710 0.912 -2.878 -0.661
C 2.10815 4.42617 0.73645 0.337 -1.534 -0.332
C 2.96002 -4.18149 0.79332 -0.312 1.032 0.592
C 4.16392 -7.68489 -1.89353 0.163 -0.951 -0.275
H -0.81230 1.14631 4.82940 0.105 -0.037 0.342
H -3.74500 8.57348 -1.19034 0.482 -0.364 -0.375
H -3.91992 5.41880 1.62283 -0.564 0.093 0.010
H 3.50076 -4.05272 1.73093 -0.265 -0.148 0.260
H -3.63918 -1.62029 2.24097 0.347 0.314 1.218
H -3.12957 -1.50220 0.73862 0.745 0.176 -0.556
H 4.18200 -5.88637 0.23602 0.190 0.224 -0.027
H 1.47937 -5.66082 -0.52996 -0.971 -1.298 -1.327
H 5.96244 -10.35250 -0.94922 -0.353 -0.092 -0.178
H 1.69468 1.83662 4.35772 0.192 0.881 0.904
H -2.55524 -0.31394 4.02168 -0.520 0.405 -0.401
H -4.93243 7.05777 0.30492 -0.907 0.579 -0.406
H 1.92352 -3.87202 0.92748 -0.658 -0.838 0.484
H 1.70058 -2.62472 -0.86592 -0.539 0.806 0.252
H -2.17339 8.33620 -0.29438 0.011 -0.472 -0.317
H 3.12774 -1.64513 -1.37698 -0.071 -0.209 0.018
H 0.95726 0.32879 3.00525 -0.171 -0.095 0.472
H 2.77282 -6.42737 1.06816 0.031 0.625 1.230
H 3.13204 4.49802 1.10330 -0.075 0.608 0.313
H 2.02353 -7.50714 -2.28339 0.206 0.311 -0.194
H 2.72112 3.43987 3.20817 0.347 0.823 -0.435
H -1.98418 2.97494 -0.29860 -0.578 0.415 -0.529
H 0.43210 3.10189 3.99828 0.044 -0.180 -0.201
H 2.70519 2.06810 2.17291 -0.304 -0.358 -0.294
H -7.09334 2.77250 -3.49468 -0.204 0.062 0.024
H -3.77388 7.09871 2.24726 0.349 -0.075 0.522
H -1.85155 1.37966 0.30025 -0.982 -0.241 0.472
H -1.06478 -1.02282 3.61499 0.362 -0.104 -0.143
H -6.18957 4.03464 -4.21627 -0.569 0.289 -0.732
H -5.48258 2.63489 -3.96016 1.016 -1.138 -0.481
H 6.44714 -8.88328 -1.80230 0.638 -0.007 0.132
H -1.07315 1.71467 -1.02992 0.271 0.438 -1.266
H -5.83399 3.65679 -2.75078 0.105 -0.092 1.081
H 2.46163 -8.08001 -0.74214 0.119 -0.348 0.241
H 5.43126 -9.94532 -2.66739 -0.010 -0.753 -0.115
H 1.62033 5.37425 0.50996 0.016 -0.091 0.459
H -3.58267 9.06271 0.40387 0.002 0.304 0.611
H -2.41545 6.14292 1.43678 0.476 0.479 0.402
H 2.68612 -3.30863 -1.95085 1.237 -0.339 -0.053
H 4.89997 -6.88409 -1.82250 0.101 0.075 0.555
H -1.33840 2.06225 3.41041 -0.832 -0.251 0.239
H -2.11144 -2.43915 1.79880 0.579 0.439 0.410
H 2.22341 3.86669 -0.19187 -0.096 0.187 -0.370
H 4.19128 -7.98107 -2.94216 -0.293 0.208 -0.320
H -0.65601 2.36854 0.44751 0.942 0.435 0.131
```
Forces are in eV/Å.

For the orbital gap, the calculation gives 3.19 eV. For the energy, the calculation gives -1892.47134 Ha. Its HOMO energy is -1.73 eV. For the molecular weight, the calculation gives 457.61 g mol⁻¹. The charge is -1.



[2]
2 unconnected molecules or ions with the total composition C2H7NO in a non-equilibrium geometry. Source: OMol25; level of theory: ωB97M-V/def2-TZVPD.

Geometry as XYZ:
```
11
Properties=species:S:1:pos:R:3:forces:R:3
O -2.21750 0.17708 -0.06632 1.292 -1.413 0.488
N 1.30839 -0.42229 0.45049 -1.786 -0.272 -0.704
C -1.28841 -0.82061 -0.01754 -0.973 -0.519 -2.181
C 0.91684 0.73596 -0.25411 0.400 2.139 -0.899
H 0.37503 0.40491 -1.13659 0.055 0.314 -0.236
H -0.79422 -1.10830 -0.95456 0.051 0.658 0.154
H 1.70796 1.45939 -0.57639 0.107 -0.773 0.274
H -1.29634 -1.71790 0.55546 -1.013 -0.454 1.284
H 0.20608 1.47231 0.23136 0.434 -0.450 -0.045
H -0.94140 0.04014 0.63555 1.521 0.363 1.040
H 2.02357 -0.22068 1.13265 -0.089 0.406 0.825
```
Forces are in eV/Å.

For the orbital gap, the calculation gives 5.56 eV. For the energy, the calculation gives -210.10651 Ha. Its HOMO energy is -8.20 eV. For the molecular weight, the calculation gives 61.08 g mol⁻¹. The charge is 0.



[3]
5 unconnected molecules or ions with the total composition C4H14NO7 in a non-equilibrium geometry. Source: OMol25; level of theory: ωB97M-V/def2-TZVPD.

Geometry as XYZ:
```
26
Properties=species:S:1:pos:R:3:forces:R:3
O 1.85834 -0.87672 -3.26277 0.069 0.458 0.287
O -2.77006 -2.19343 -0.04630 0.291 0.354 0.257
O 2.99596 1.74420 1.82632 0.093 -0.728 -0.190
O -2.61784 2.55655 -1.74200 -0.087 -0.948 0.852
O -1.52433 1.27689 0.38554 0.044 0.199 0.443
O -0.93835 -0.67629 1.32833 -0.032 0.328 0.330
O -0.59635 -2.68171 3.10711 0.036 0.135 -0.326
N 1.17593 1.51216 -0.76212 -0.117 -0.079 0.658
C 1.79196 -0.85483 -2.05299 -1.526 -1.257 -0.889
C 0.49811 -0.68031 -1.29698 -0.503 -0.121 1.012
C -0.73104 0.36229 0.64304 0.022 -0.469 -1.293
C 0.62175 0.29834 -0.12309 0.648 1.183 -0.060
H -2.02971 2.50563 -0.95691 0.135 0.359 -0.328
H -0.66054 -1.95956 2.43842 -0.085 -0.293 0.190
H 2.66139 0.88128 2.13154 0.119 0.573 -0.037
H -0.26484 -0.31046 -1.97521 0.016 0.458 -0.286
H -2.06985 -1.78300 0.51192 0.017 -0.368 -0.097
H 0.00185 -1.59270 -0.92017 0.901 -0.221 -0.224
H -0.11178 -2.26435 3.81677 0.119 0.054 0.290
H 1.35025 0.09465 0.67853 -0.078 -0.904 -0.561
H -3.04739 1.70318 -1.52333 -0.053 0.588 -0.639
H 2.64287 -1.19586 -1.49482 0.968 0.178 0.847
H 1.25138 2.26151 -0.07452 -0.267 -0.049 -0.373
H -3.37495 -1.44889 -0.03584 -0.433 0.010 -0.224
H 0.57509 1.78277 -1.53072 -0.106 0.344 0.118
H 3.31216 1.53866 0.93023 -0.192 0.216 0.242
```
Forces are in eV/Å.

For the orbital gap, the calculation gives 8.88 eV. For the energy, the calculation gives -742.34528 Ha. Its HOMO energy is -5.83 eV. For the molecular weight, the calculation gives 188.16 g mol⁻¹. The charge is -1.



[4]
A molecular structure, C35H55N7O5S2Si2Ti in a non-equilibrium geometry. Source: OMol25; level of theory: ωB97M-V/def2-TZVPD.

Geometry as XYZ:
```
107
Properties=species:S:1:pos:R:3:forces:R:3
Ti 1.12887 0.51385 0.16959 -0.407 0.801 -0.815
S 0.06759 2.74044 0.33732 0.158 -0.139 0.002
S -1.03497 1.33404 -2.55764 0.063 -0.414 0.375
Si -2.15118 -0.35905 -2.44193 0.133 -0.286 0.148
Si 2.66758 1.34668 -1.87953 0.096 -0.041 -0.032
O -3.79341 -0.17265 -2.17360 -0.010 0.060 -0.264
O -2.16079 -1.35821 -3.78753 -0.028 0.016 0.200
O 2.49376 -3.72746 3.66015 -0.001 0.021 0.001
O 1.68029 -1.42523 -0.17599 0.040 -0.330 0.560
O -1.65368 -1.41730 -1.22967 -0.133 0.209 -0.226
N -0.25566 -0.02670 1.89301 0.034 -0.128 -0.118
N -0.91994 0.02572 3.97063 0.134 -0.121 -0.019
N 1.27738 4.43391 3.63660 0.112 0.597 0.324
N 0.51668 4.25071 2.45691 -0.212 -0.078 0.142
N 1.94662 -2.28286 1.94918 -0.197 0.360 -0.174
N 2.35912 1.43706 1.56546 0.077 0.118 0.035
N 2.02734 2.53449 2.22745 0.382 -0.480 0.107
C 0.92799 3.19969 1.78952 -0.337 0.147 -0.532
C -6.01241 0.41899 -1.71345 0.032 0.011 0.040
C 4.20135 -0.12384 1.35943 -0.046 0.175 0.041
C -0.37596 3.23088 4.91128 -0.018 0.006 -0.032
C 0.91804 3.76099 4.76433 -0.078 0.071 0.072
C -2.05904 0.07488 3.19567 -0.076 0.033 -0.062
C 2.48551 -3.42325 2.48330 0.167 -0.330 0.038
C 3.95132 1.12246 3.40431 -0.043 -0.054 -0.091
C 2.35465 0.51000 -3.57473 -0.010 0.069 0.052
C -1.64119 -3.20072 0.33588 0.079 0.095 0.050
C 0.13395 2.50108 7.16451 0.004 -0.029 0.012
C 2.54908 3.21911 -2.22577 0.004 -0.095 -0.026
C -2.26709 -1.02687 -5.15760 0.093 -0.019 -0.122
C -0.83354 -3.54328 -2.00420 -0.017 0.029 0.041
C 2.72007 -3.58822 0.10524 -0.018 0.080 0.008
C -2.86784 -2.25752 -5.83680 0.030 0.037 -0.018
C 3.10385 -4.30850 1.38580 -0.009 -0.005 0.038
C 5.05783 0.46941 3.92284 -0.008 0.024 0.026
C -4.14237 1.25651 -0.26895 -0.039 0.029 -0.079
C -0.75077 2.62698 6.09766 -0.009 0.012 0.057
C 4.58112 1.10739 -1.72661 -0.096 0.037 -0.056
C 3.49976 0.83108 2.10641 0.317 -0.173 0.225
C -0.86640 -0.74427 -5.69855 -0.034 0.024 -0.001
C 2.06198 -2.32403 0.63855 -0.052 -0.068 -0.220
C 1.81333 3.62441 5.84220 0.010 0.013 -0.024
C -3.28490 -3.22950 -1.52835 0.069 0.021 0.057
C 5.30741 -0.76074 1.88688 0.043 -0.008 0.006
C -1.62806 0.04203 1.90664 -0.007 -0.005 0.062
C -4.43300 2.14208 -2.59505 -0.042 0.004 0.010
C -1.86198 -2.82695 -1.12720 0.004 -0.011 -0.006
C -3.17389 0.17945 -5.38343 -0.031 -0.001 0.013
C -4.56567 0.91286 -1.69755 -0.035 0.066 0.187
C 0.13974 -0.03184 3.14415 -0.088 -0.025 0.035
C 5.74561 -0.47472 3.17492 0.046 -0.040 -0.005
C 1.42365 3.00486 7.01417 -0.022 -0.015 -0.014
H 1.40419 0.84872 -3.99417 0.081 -0.024 0.049
H 2.29649 -0.57790 -3.47369 0.000 -0.014 0.012
H -3.86793 -2.44836 -5.44197 -0.003 0.000 0.003
H -4.01000 -2.67623 -0.92944 -0.004 0.012 -0.009
H 2.27150 4.54069 3.48623 -0.020 -0.247 0.000
H -4.19588 0.35816 0.35122 -0.043 0.004 -0.015
H -4.79978 2.01662 0.16167 0.017 0.017 -0.002
H -6.69282 1.19805 -1.35983 -0.002 -0.005 -0.001
H 2.14113 2.90448 7.82089 0.001 -0.008 0.005
H -0.90259 -0.46983 -6.75715 0.004 -0.014 -0.001
H -2.18580 0.07810 0.98605 0.069 -0.053 0.111
H 1.16218 -0.08446 3.47786 -0.004 -0.027 0.020
H -0.41865 0.07065 -5.12804 -0.020 -0.019 -0.034
H 1.53093 3.48874 -2.51447 -0.008 -0.009 0.006
H -0.69575 -2.79439 0.70322 -0.030 -0.003 -0.042
H 2.79073 3.79268 -1.32712 0.004 -0.009 0.010
H 6.60673 -0.98457 3.58983 -0.004 -0.006 -0.003
H 3.16334 0.74493 -4.27753 0.005 0.016 -0.016
H 4.18162 -4.35093 1.54909 0.005 0.003 0.011
H -3.27129 0.38027 -6.45352 0.004 0.009 -0.018
H -2.93463 -2.11339 -6.91866 -0.003 -0.003 0.002
H -1.62554 -4.28738 0.44940 -0.011 -0.024 0.012
H -1.00707 -3.30183 -3.05105 0.018 0.009 -0.016
H 2.00036 -4.13319 -0.50764 -0.013 0.013 -0.013
H 3.87692 -0.33185 0.35052 -0.016 -0.016 -0.042
H -3.42671 -4.30015 -1.35229 0.019 0.003 -0.001
H 4.86899 0.05116 -1.75918 -0.016 -0.014 0.020
H -6.29435 0.13660 -2.72987 0.003 0.003 -0.002
H -3.38802 2.44595 -2.65951 -0.058 0.020 0.019
H 3.23864 3.51500 -3.02619 -0.013 0.000 -0.013
H -3.46928 -3.01336 -2.57795 -0.016 0.021 -0.054
H 3.40929 1.84898 3.99337 0.004 -0.022 -0.013
H -0.85942 0.08276 4.97175 -0.009 0.071 -0.020
H -1.06113 3.31200 4.07822 0.010 -0.025 -0.004
H -0.23727 -1.62917 -5.58283 0.014 0.000 0.012
H 5.37997 0.69831 4.93264 -0.003 -0.003 0.005
H 3.55558 -3.31165 -0.53914 0.008 0.000 0.000
H -4.16359 -0.01743 -4.96771 -0.012 0.011 0.012
H 5.83800 -1.48781 1.28193 -0.002 0.000 -0.004
H 2.82530 4.00089 5.73480 -0.005 0.006 0.004
H -0.16875 2.01497 8.08363 0.007 0.010 0.002
H -3.04307 0.14783 3.62291 -0.001 -0.014 -0.007
H 0.16712 -3.20472 -1.73032 0.012 0.009 -0.001
H -2.75715 1.06055 -4.89184 -0.008 -0.014 -0.027
H -4.79705 1.91777 -3.59985 -0.010 -0.012 -0.013
H -6.11375 -0.45922 -1.07264 -0.003 -0.008 0.008
H 4.99761 1.53680 -0.81298 -0.007 0.020 0.034
H -5.02603 2.96494 -2.18661 -0.007 0.009 0.002
H -2.24481 -3.13097 -5.63517 0.006 -0.003 -0.001
H 5.05713 1.60319 -2.58169 0.012 -0.015 0.001
H -3.11780 1.63697 -0.25946 -0.027 0.017 -0.016
H 2.71373 -5.32223 1.47386 -0.006 0.003 -0.003
H -2.44477 -2.80211 0.95913 0.026 0.052 0.002
H -0.90076 -4.62680 -1.86764 0.006 -0.006 0.011
H -1.76379 2.24481 6.19306 0.024 0.006 -0.011
```
Forces are in eV/Å.

For the orbital gap (alpha / beta), the calculation gives 5.87 / 6.00 eV. As for the multiplicity: 3. For the energy, the calculation gives -4351.35621 Ha. Its HOMO energy (alpha / beta) is -1.62 / -1.75 eV. For the molecular weight, the calculation gives 822.04 g mol⁻¹. The charge is -2. Its expectation value of S² is 2.0248.



[5]
2 unconnected molecules or ions with the total composition C3H7NOS in a non-equilibrium geometry. Source: OMol25; level of theory: ωB97M-V/def2-TZVPD.

Geometry as XYZ:
```
13
Properties=species:S:1:pos:R:3:forces:R:3
S -1.22772 0.33591 0.63976 -2.476 0.479 -2.299
O -2.77561 -1.22312 -0.77446 1.971 -0.427 2.325
N -0.95655 1.43358 -0.43946 0.667 -0.693 0.908
C 0.26208 -0.55265 0.72174 -0.135 -2.832 -1.270
C 1.20787 -0.57141 -0.53515 0.207 0.377 1.585
C 1.42708 0.26152 0.70534 4.299 2.000 1.246
H 2.37936 0.15494 1.43277 -2.388 -0.582 -1.809
H 1.97320 -1.33318 -0.68485 -0.724 -0.330 0.407
H -1.53473 2.28260 -0.46422 -0.273 -0.891 0.479
H 0.24929 -1.44544 1.32502 -0.567 -0.065 0.123
H 1.19477 1.30218 0.74438 0.035 0.716 -0.665
H 0.78689 -0.21452 -1.45196 -0.161 0.682 -0.066
H -2.98594 -0.43040 -1.21891 -0.456 1.565 -0.963
```
Forces are in eV/Å.

For the orbital gap (alpha / beta), the calculation gives 6.99 / 6.98 eV. For the energy, the calculation gives -646.48485 Ha. Its HOMO energy (alpha / beta) is -8.64 / -8.63 eV. For the molecular weight, the calculation gives 105.16 g mol⁻¹. The charge is 0.



[6]
2 unconnected molecules or ions with the total composition C3H7OP in a non-equilibrium geometry. Source: OMol25; level of theory: ωB97M-V/def2-TZVPD.

Geometry as XYZ:
```
12
Properties=species:S:1:pos:R:3:forces:R:3
P 2.75673 0.80954 -0.15545 0.374 0.623 2.343
O 2.69490 -0.16181 -1.22317 -0.139 -1.571 -1.797
C -0.83614 -0.35126 1.59752 -0.166 -1.531 1.168
C -0.83119 -0.50528 -0.91238 0.796 0.093 -0.131
C -0.97129 0.18521 0.41542 0.696 -2.727 -0.464
H -1.83958 -0.62024 -1.35712 0.649 -0.362 0.067
H -0.75024 -1.38878 1.84397 0.566 -0.929 -0.855
H 2.42550 2.03406 -0.76335 -0.306 0.913 -0.494
H -0.19895 -1.44806 -0.85422 -1.216 0.991 -0.065
H -1.22491 1.15990 0.42409 -0.699 3.411 -0.403
H -0.95781 0.09229 2.54702 -0.235 1.569 0.586
H -0.26703 0.19442 -1.56234 -0.322 -0.480 0.044
```
Forces are in eV/Å.

For the orbital gap, the calculation gives 8.80 eV. For the energy, the calculation gives -535.01712 Ha. Its HOMO energy is -9.63 eV. For the molecular weight, the calculation gives 90.06 g mol⁻¹. The charge is 0. Its SMILES is C=CC.O=P.



Number 3 is which compound?
C4H14NO7



The highest energy belongs to which entry?
C2H7NO